C24H16ClEuIN4O4 as an isolated structure in a non-equilibrium geometry, computed with ωB97M-V/def2-TZVPD.

Geometry as ORCA input:
```
! wB97M-V def2-TZVPD RIJCOSX def2/J DEFGRID3
* xyz 0 8
Eu -0.075 0.027 0.033
I 3.013 0.386 -0.185
C 2.853 2.482 -0.134
C 4.064 3.100 -0.059
C 4.091 4.515 0.023
C 2.923 5.212 0.045
C 1.669 4.550 -0.028
C 0.460 5.297 0.018
C -0.740 4.660 -0.044
C -0.781 3.243 -0.173
C 0.331 2.447 -0.244
C 1.582 3.136 -0.143
H 4.988 2.537 -0.058
H 5.044 5.028 0.077
H 2.933 6.296 0.121
H 0.515 6.378 0.109
H -1.662 5.236 0.003
H -1.775 2.796 -0.233
O -4.356 0.127 4.282
C -4.951 0.379 3.128
O -6.103 0.738 3.081
C -4.139 0.221 1.874
C -4.656 0.358 0.608
Cl -6.210 0.835 0.115
N -3.675 0.131 -0.292
N -2.514 -0.103 0.327
C -2.765 -0.064 1.626
C -1.608 -0.301 2.594
O -1.881 -0.535 3.773
O -0.443 -0.234 2.088
C -3.695 0.044 -1.737
C -2.559 0.389 -2.455
C -2.573 0.313 -3.838
C -3.702 -0.122 -4.516
C -4.812 -0.511 -3.786
C -4.814 -0.433 -2.399
H -3.388 -0.118 4.133
H -1.636 0.680 -1.998
H -1.681 0.595 -4.383
H -3.707 -0.174 -5.599
H -5.691 -0.894 -4.291
H -5.685 -0.765 -1.852
N 1.077 -3.367 -0.197
C 0.687 -4.654 -0.080
C -0.686 -4.644 -0.106
C -1.023 -3.280 -0.234
N 0.051 -2.511 -0.289
H 2.009 -2.999 -0.195
H 1.406 -5.455 0.017
H -1.351 -5.491 -0.034
H -2.002 -2.830 -0.290
*
```

The frontier orbital gap (alpha / beta) is 6.6 / 7.7 eV. Its HOMO energy (alpha / beta) is -6.75 / -7.86 eV. For the total energy, the calculation gives -2912.3974 Eh. Its largest force on an atom is 2.697 eV Å⁻¹. As for the relative energy (zero: lowest compared OMol25 entry of this formula, charge and spin): 24.6 kJ/mol.